Run w
{
  "formula": "C4H2IN2",
  "method": "ωB97M-V with the def2-TZVPD basis set",
  "lumo_ev": [-6.506, -6.260],
  "charge": 1,
  "homo_ha": [-0.477, -0.512],
  "orbital_gap_ev": [6.5, 7.7],
  "species": ["C", "C", "C", "C", "N", "N", "I", "H", "H"],
  "coordinates": [[-1.753, -0.043, -0.549], [-0.151, -1.734, -0.029], [-0.043, 1.347, 0.228], [1.082, 0.687, 0.109], [-1.234, 1.084, -0.430], [-1.127, -1.128, -0.182], [2.822, -0.190, -0.062], [0.716, -2.241, 0.156], [-0.314, 2.217, 0.758]],
  "mulliken_charge": [0.388, 0.072, 0.415, -0.834, -0.274, -0.022, 0.457, 0.404, 0.394]
}

---

Run x
{
  "formula": "C4H2IN2",
  "method": "ωB97M-V with the def2-TZVPD basis set",
  "lumo_ev": [-7.473, -7.472],
  "charge": 1,
  "homo_ha": [-0.544, -0.544],
  "orbital_gap_ev": [7.3, 7.3],
  "species": ["C", "C", "C", "C", "N", "N", "I", "H", "H"],
  "coordinates": [[0.217, 1.161, 1.100], [0.828, -0.071, 1.079], [0.256, -0.495, -1.175], [-1.038, -0.431, -1.258], [0.852, -0.783, 0.046], [-0.356, 2.125, 1.300], [-2.983, -0.684, -0.948], [1.376, -0.539, 1.889], [0.849, -0.283, -2.033]],
  "mulliken_charge": [0.055, 0.151, 0.080, -0.093, -0.347, -0.226, 0.626, 0.429, 0.326]
}

---

Bottom line: run x, by a margin of 301.1 kJ/mol.